This record from the Open Molecules 2025 dataset describes C44H42BiN6O4 as an isolated structure at a distorted geometry. The level of theory is ωB97M-V/def2-TZVPD.

Output
Orbital gap   6.466 eV
Total charge   -1
Lowest unoccupied orbital energy   0.0880 hartree
HOMO level   -0.1497 hartree

The geometry in XYZ format:
```
97
Properties=species:S:1:pos:R:3:forces:R:3
Bi -0.477357 -0.091311 1.409072 0.5 -0.1 1.0
O 1.247701 5.193297 2.724832 -0.2 0.0 -0.2
C 2.230417 4.416514 3.236157 0.2 -0.2 0.2
C 3.460823 4.990313 3.558489 0.0 0.0 0.0
C 4.470751 4.245650 4.141078 0.0 0.0 0.0
C 4.268364 2.901649 4.410496 0.0 0.0 0.0
C 3.055675 2.324711 4.075585 0.0 0.0 0.0
C 2.022384 3.046516 3.482089 0.0 0.1 -0.1
C 0.822438 2.249596 3.064803 -0.5 0.0 0.1
O 0.771679 1.024902 3.392326 0.0 -0.1 -0.2
N -0.098669 2.880474 2.366674 0.6 0.8 0.0
N -1.060514 2.052477 1.895865 -0.5 -0.5 -0.1
C -2.199309 2.561758 1.585584 0.2 0.1 0.1
C -3.393129 1.816589 1.282144 -0.2 -0.2 0.0
C -4.425082 2.456718 0.584623 0.0 0.0 0.0
C -5.663968 1.875166 0.424506 -0.1 0.1 -0.1
C -5.908212 0.644462 1.040887 0.1 -0.1 0.1
C -4.918134 -0.000569 1.744968 0.0 -0.1 0.0
C -3.600205 0.518110 1.842237 -0.1 -0.1 0.1
O -2.672831 -0.153960 2.441700 0.2 0.0 -0.2
H 1.634417 6.002450 2.377664 0.1 0.0 0.0
H 3.618971 6.042981 3.344677 0.0 0.0 0.0
H 5.409240 4.721357 4.399859 0.0 0.0 -0.1
H 5.052046 2.302785 4.856360 0.0 0.0 0.0
H 2.876672 1.271857 4.244212 0.0 0.0 0.0
H -2.279811 3.645758 1.664069 0.1 0.0 0.0
H -4.222807 3.435786 0.160532 0.0 0.0 0.0
H -6.443632 2.369301 -0.141314 0.0 0.0 0.0
H -6.887748 0.184648 0.966736 0.0 0.0 0.0
H -5.112752 -0.952785 2.224012 0.0 0.0 0.0
C -0.937787 -3.900979 0.895611 0.3 0.0 -0.1
N 0.381907 -4.343202 0.487633 -0.1 0.0 0.1
C 0.838280 -5.578937 1.082335 0.0 0.0 0.0
C 1.191837 -3.467919 -0.189722 -0.1 -0.2 0.0
O 0.911722 -2.288889 -0.324267 0.0 0.1 0.0
N 2.360277 -4.033638 -0.720924 -0.1 0.1 -0.1
C 3.320862 -3.042684 -1.183100 0.0 0.0 0.0
C 2.154846 -5.099318 -1.693181 0.0 0.0 0.1
H -1.675425 -4.669999 0.652704 0.0 0.0 0.0
H -1.185248 -2.989442 0.359250 0.2 -0.2 0.0
H -0.978296 -3.700685 1.970971 0.0 0.0 0.0
H 0.652488 -5.558185 2.160589 0.0 0.0 0.0
H 1.903705 -5.702926 0.913413 0.0 0.0 0.0
H 0.302321 -6.440173 0.668355 0.0 0.0 0.0
H 3.445053 -2.275244 -0.426773 0.0 -0.1 0.0
H 3.002467 -2.556754 -2.112562 0.0 0.0 0.0
H 4.276929 -3.541477 -1.349778 0.0 0.0 0.0
H 1.353580 -5.763705 -1.378216 0.0 0.0 0.0
H 3.074379 -5.678298 -1.798525 0.0 0.0 0.0
H 1.893591 -4.690439 -2.678878 0.0 0.0 0.0
N -1.636483 -0.144812 -0.339610 -0.5 0.0 -0.8
C -2.196672 -0.532412 -1.385627 0.1 0.1 0.0
C -1.812120 0.005869 -2.746516 0.0 0.0 0.0
C -2.343957 1.191068 -3.239030 -0.1 0.0 0.0
C -1.980518 1.650302 -4.496722 0.0 0.0 0.0
C -1.084578 0.927501 -5.271107 0.0 0.0 0.0
C -0.540351 -0.250415 -4.778500 0.0 0.0 0.0
C -0.905438 -0.709372 -3.522234 0.0 0.0 0.1
C -3.249772 -1.611946 -1.417320 -0.1 -0.2 0.0
C -3.442215 -2.410223 -0.292029 -0.2 0.2 0.0
C -4.364556 -3.443019 -0.305135 0.0 0.0 0.0
C -5.124718 -3.686062 -1.441052 0.0 0.0 0.0
C -4.960584 -2.882043 -2.559433 -0.1 0.0 0.0
C -4.025470 -1.857760 -2.551411 0.1 0.0 0.1
H -3.051947 1.746231 -2.633222 0.0 0.0 0.0
H -2.394030 2.576454 -4.877445 0.0 0.0 0.0
H -0.809297 1.284656 -6.256027 0.0 0.0 0.0
H 0.168737 -0.812544 -5.374428 0.0 0.0 0.0
H -0.486465 -1.626997 -3.124201 0.0 0.0 0.0
H -2.859639 -2.198459 0.597461 -0.3 0.2 0.0
H -4.502255 -4.056627 0.577576 0.0 0.0 0.0
H -5.843633 -4.496578 -1.455792 0.0 0.0 0.0
H -5.564483 -3.053679 -3.442551 0.0 0.0 0.0
H -3.904644 -1.243878 -3.433774 0.1 0.0 0.0
C 1.184836 4.669539 -1.655025 -0.1 0.0 0.0
C 0.103616 3.802667 -1.711810 0.0 0.1 0.0
C 0.134586 2.574820 -1.072372 0.1 -0.1 0.1
C 1.254101 2.169615 -0.334106 0.2 0.1 0.0
C 2.323706 3.081438 -0.247348 -0.1 0.0 0.1
C 2.294261 4.293533 -0.909321 0.1 0.1 0.0
N 1.297939 0.933220 0.321692 0.0 0.0 0.1
C 2.540866 0.329762 0.479559 0.1 0.0 -0.1
C 3.541117 0.438019 -0.512095 -0.1 -0.1 0.0
C 4.798711 -0.107404 -0.341356 0.0 0.1 0.0
C 5.119775 -0.816909 0.810685 0.1 0.0 0.0
C 4.130003 -0.997467 1.765744 0.1 -0.1 0.0
C 2.867318 -0.449942 1.605839 -0.2 0.2 -0.1
H 1.161777 5.621432 -2.172435 0.0 0.0 0.0
H -0.780240 4.083544 -2.275797 0.0 -0.1 0.0
H -0.705872 1.905627 -1.129890 -0.1 -0.1 -0.1
H 3.174915 2.824138 0.369147 0.1 0.0 0.0
H 3.146396 4.962984 -0.834190 0.0 0.0 0.0
H 3.310562 0.981650 -1.418442 0.0 0.0 0.0
H 5.540690 0.015828 -1.123090 0.0 0.0 0.0
H 6.116086 -1.217214 0.952719 0.0 0.0 0.0
H 4.353015 -1.558711 2.666862 0.0 0.0 0.0
H 2.142020 -0.559731 2.397304 0.0 0.0 0.1
```
Forces are in eV/Å.

Here is what Löwdin gives for the atomic charges, in e:
1 Bi 1.86
2 O 0.06
3 C -0.27
4 C -0.04
5 C -0.11
6 C -0.10
7 C -0.03
8 C -0.06
9 C -0.50
10 O -0.19
11 N 0.07
12 N -0.14
13 C -0.07
14 C -0.18
15 C -0.07
16 C -0.13
17 C -0.11
18 C -0.04
19 C -0.42
20 O -0.26
21 H 0.10
22 H 0.11
23 H 0.09
24 H 0.09
25 H 0.11
26 H 0.14
27 H 0.11
28 H 0.08
29 H 0.09
30 H 0.10
31 C -0.05
32 N -0.14
33 C -0.07
34 C -0.49
35 O 0.01
36 N -0.15
37 C -0.06
38 C -0.07
39 H 0.09
40 H 0.03
41 H 0.10
42 H 0.09
43 H 0.08
44 H 0.08
45 H 0.05
46 H 0.10
47 H 0.09
48 H 0.07
49 H 0.09
50 H 0.09
51 N -0.08
52 C -0.33
53 C -0.20
54 C -0.05
55 C -0.09
56 C -0.10
57 C -0.09
58 C -0.03
59 C -0.13
60 C -0.06
61 C -0.09
62 C -0.10
63 C -0.09
64 C -0.02
65 H 0.12
66 H 0.10
67 H 0.09
68 H 0.10
69 H 0.11
70 H 0.08
71 H 0.10
72 H 0.09
73 H 0.10
74 H 0.11
75 C -0.13
76 C -0.10
77 C -0.04
78 C -0.30
79 C -0.05
80 C -0.11
81 N -0.10
82 C -0.32
83 C -0.05
84 C -0.12
85 C -0.14
86 C -0.11
87 C -0.08
88 H 0.08
89 H 0.09
90 H 0.06
91 H 0.11
92 H 0.09
93 H 0.11
94 H 0.10
95 H 0.09
96 H 0.10
97 H 0.06